Here is C33H20CdCl3F5NP2S3 as an isolated structure in a non-equilibrium geometry from the OMol25 dataset. Energies are from ωB97M-V/def2-TZVPD.

Structure (ORCA input):
```
! RIJCOSX wB97M-V def2-TZVPD def2/J DEFGRID3
* xyz -1 1
Cd -0.275 0.005 -2.907
S 2.602 -0.146 -1.644
P 1.361 0.778 -0.415
C -0.279 1.060 -0.992
P -1.605 0.165 -0.313
S -3.158 0.224 -1.533
C -1.360 -1.574 0.238
C -0.167 -2.256 0.039
C -0.018 -3.562 0.487
C -1.082 -4.213 1.088
C -2.298 -3.558 1.236
C -2.438 -2.246 0.816
C -2.152 0.960 1.257
C -2.682 2.241 1.103
C -3.211 2.928 2.182
C -3.213 2.335 3.439
C -2.669 1.072 3.605
C -2.137 0.384 2.521
C 2.033 2.462 -0.091
C 3.406 2.687 -0.142
C 3.916 3.943 0.149
C 3.058 4.977 0.501
C 1.691 4.755 0.560
C 1.179 3.500 0.260
C 1.561 0.150 1.302
C 0.960 0.824 2.360
C 1.144 0.381 3.660
C 1.935 -0.730 3.912
C 2.551 -1.393 2.860
C 2.363 -0.957 1.558
H 0.662 -1.772 -0.462
H 0.933 -4.065 0.352
H -0.974 -5.240 1.415
H -3.143 -4.075 1.673
H -3.384 -1.731 0.930
H -2.704 2.667 0.106
H -3.641 3.912 2.040
H -3.653 2.851 4.284
H -2.669 0.608 4.585
H -1.716 -0.603 2.664
H 4.054 1.868 -0.428
H 4.984 4.122 0.102
H 3.458 5.959 0.729
H 1.022 5.564 0.829
H 0.114 3.304 0.288
H 0.355 1.700 2.165
H 0.659 0.905 4.475
H 2.082 -1.073 4.929
H 3.178 -2.255 3.057
H 2.846 -1.457 0.727
Cl -1.256 5.733 -4.798
C -0.526 4.740 -3.515
Cl -1.549 4.795 -2.072
Cl 1.106 5.338 -3.161
C -0.431 3.364 -3.970
N -0.354 2.284 -4.340
F -0.722 -6.804 -2.156
C -0.398 -5.631 -2.713
C -1.348 -4.640 -2.869
F -2.611 -4.863 -2.506
C -0.981 -3.431 -3.420
F -1.931 -2.502 -3.573
C 0.320 -3.141 -3.851
S 0.752 -1.649 -4.619
C 1.241 -4.184 -3.703
F 2.500 -4.025 -4.121
C 0.894 -5.398 -3.145
F 1.809 -6.370 -3.022
*
```

Results
* HOMO level: -4.778 eV
* DFT total energy: -5249.2909 Eh
* molar mass: 902.4 g mol⁻¹


Here is one molecule with the formula C4H8O2 in a non-equilibrium geometry from the OMol25 dataset. Energies are from ωB97M-V/def2-TZVPD.

Structure (ORCA input):
```
! RIJCOSX wB97M-V def2-TZVPD def2/J DEFGRID3
* xyz 0 1
C 1.041 0.833 0.192
C -0.402 0.297 0.083
C -0.659 -0.976 -0.678
C -0.819 -0.895 0.838
H 2.131 -0.411 -0.777
H 1.108 1.325 1.162
H 1.177 1.605 -0.611
H -1.122 1.869 -0.746
H 0.232 -1.511 -1.009
H -1.536 -1.002 -1.291
H -1.833 -0.895 1.222
H -0.053 -1.433 1.424
O 2.063 -0.120 0.124
O -1.327 1.315 0.068
*
```

Results
* SMILES: OCC1(O)CC1
* HOMO level: -9.647 eV
* DFT total energy: -307.6394 Eh
* molar mass: 88.1 g mol⁻¹


Here is a 8-piece molecular cluster, C16H26Br4N6 overall in a non-equilibrium geometry from the OMol25 dataset. Energies are from ωB97M-V/def2-TZVPD.

Structure (ORCA input):
```
! RIJCOSX wB97M-V def2-TZVPD def2/J DEFGRID3
* xyz 0 1
Br 1.186 1.110 0.686
C 0.483 -0.480 -0.283
C -1.001 -0.534 -0.499
Br -1.518 1.075 -1.501
H 0.750 -1.326 0.320
H 0.991 -0.486 -1.220
H -1.649 -0.623 0.385
H -1.127 -1.354 -1.204
Br 3.914 -0.505 4.101
C 5.260 -0.630 2.693
C 4.777 -1.679 1.720
Br 6.068 -1.796 0.170
H 6.198 -0.884 3.255
H 5.270 0.348 2.224
H 3.804 -1.465 1.223
H 4.753 -2.685 2.120
C 0.969 -4.898 -2.442
C -0.278 -4.342 -1.960
N -1.272 -3.892 -1.540
H 0.927 -4.839 -3.501
H 1.125 -5.897 -2.055
H 1.806 -4.298 -2.111
C -2.034 2.100 2.893
C -3.293 1.630 2.431
N -4.348 1.370 2.012
H -1.575 2.843 2.262
H -1.311 1.276 2.942
H -2.182 2.453 3.932
C 1.672 4.110 -1.275
C 2.132 3.222 -2.358
N 2.496 2.548 -3.199
H 0.589 4.208 -1.392
H 2.224 5.037 -1.253
H 1.817 3.741 -0.266
C -5.363 -2.646 0.049
C -4.505 -3.709 0.554
N -3.927 -4.576 1.030
H -4.951 -2.094 -0.824
H -5.646 -1.896 0.844
H -6.316 -3.076 -0.313
C 5.415 1.710 -1.043
C 4.853 2.771 -0.275
N 4.289 3.546 0.340
H 5.316 1.872 -2.083
H 4.953 0.774 -0.763
H 6.492 1.677 -0.774
C -6.513 2.214 -0.400
C -6.049 1.113 -1.212
N -5.574 0.262 -1.815
H -6.557 3.093 -1.017
H -5.966 2.397 0.487
H -7.573 2.107 -0.098
*
```

Results
* SMILES: BrCCBr.BrCCBr.CC#N.CC#N.CC#N.CC#N.CC#N.CC#N
* HOMO level: -9.996 eV
* DFT total energy: -11249.7847 Eh
* molar mass: 622.0 g mol⁻¹


Here is a 2-piece molecular cluster, C2H4N4 overall in a non-equilibrium geometry from the OMol25 dataset. Energies are from ωB97M-V/def2-TZVPD.

Structure (ORCA input):
```
! RIJCOSX wB97M-V def2-TZVPD def2/J DEFGRID3
* xyz 0 1
C 1.461 -1.483 0.146
C -0.140 0.404 -0.160
N 0.978 -2.402 0.710
N 1.746 -0.391 -0.403
N -0.293 1.560 -0.733
N -0.871 -0.335 0.594
H 0.492 1.932 -1.248
H -1.139 2.114 -0.656
H -0.410 -1.239 0.868
H -1.824 -0.160 0.882
*
```

Results
* HOMO level: -8.070 eV
* DFT total energy: -297.5182 Eh
* molar mass: 84.1 g mol⁻¹